C4H7NO in the gas phase at a distorted geometry. Source: the OMol25 dataset; level of theory: the ωB97M-V functional and the def2-TZVPD basis.

Computed properties:
Energy above the lowest of the compared OMol25 structures with the same formula, charge and spin (kJ/mol): 150.6
Total charge: 0
DFT total energy (Eh): -286.57427
HOMO level (eV): -8.51
LUMO level (eV): 0.635

The geometry in XYZ format:
```
13
Properties=species:S:1:pos:R:3:mulliken_charge:R:1
C -1.28 -0.26 -1.14 -0.998
C -0.05 -0.06 -0.31 0.613
C -0.17 -0.10 1.02 -0.043
C 1.18 0.26 -1.03 -0.175
H -2.17 -0.05 -0.46 0.308
H -1.45 -1.35 -1.60 0.202
H -1.29 0.46 -2.02 0.269
H -1.18 -0.14 1.49 0.215
H 1.74 0.16 1.74 0.184
H 0.51 0.29 2.94 0.230
H 2.07 0.45 -0.36 0.155
N 0.76 -0.01 1.98 -0.422
O 1.32 0.35 -2.25 -0.539
```


C4H7NO in the gas phase at a distorted geometry. Source: the OMol25 dataset; level of theory: the ωB97M-V functional and the def2-TZVPD basis.

Computed properties:
Energy above the lowest of the compared OMol25 structures with the same formula, charge and spin (kJ/mol): 492.3
Total charge: 0
DFT total energy (Eh): -286.44415
HOMO level (eV): -9.30
LUMO level (eV): 1.023

The geometry in XYZ format:
```
13
Properties=species:S:1:pos:R:3:mulliken_charge:R:1
C -0.17 1.25 -0.01 -0.536
C 1.15 -0.97 0.03 -0.449
C -0.45 -1.10 -0.19 -0.163
C -1.10 0.25 -0.32 -0.016
H -0.55 1.79 0.91 0.247
H 0.04 2.19 -0.93 0.207
H 0.87 0.67 1.39 0.334
H 1.91 -1.54 0.64 0.282
H 1.50 -1.10 -0.98 0.217
H -1.18 -1.77 -0.60 0.477
H -1.90 0.18 -1.12 0.357
N 1.13 0.64 0.29 -0.508
O -1.25 -0.50 0.89 -0.450
```


C4H7NO as an isolated structure at a distorted geometry. Source: the OMol25 dataset; level of theory: the ωB97M-V functional and the def2-TZVPD basis.

Computed properties:
Energy above the lowest of the compared OMol25 structures with the same formula, charge and spin (kJ/mol): 476.1
Total charge: 0
DFT total energy (Eh): -286.45031
HOMO level (eV): -9.18
LUMO level (eV): 0.493

The geometry in XYZ format:
```
13
Properties=species:S:1:pos:R:3:mulliken_charge:R:1
C -1.65 0.33 0.18 -1.175
C -0.09 0.28 -0.56 0.552
C 0.30 0.33 0.81 -0.680
N 2.32 -0.39 0.39 -0.558
C 2.12 -1.01 -0.58 0.216
O 0.12 -0.81 -1.22 -0.707
H -2.21 0.59 -0.71 0.360
H -1.91 -0.68 0.48 0.341
H -1.89 1.06 0.95 0.379
H -0.03 1.25 -1.08 0.260
H 0.41 1.27 1.35 0.381
H 0.24 -0.57 1.40 0.341
H 2.27 -1.65 -1.43 0.291
```


C4H7NO in the gas phase at a distorted geometry. Source: the OMol25 dataset; level of theory: the ωB97M-V functional and the def2-TZVPD basis.

Computed properties:
Energy above the lowest of the compared OMol25 structures with the same formula, charge and spin (kJ/mol): 573.9
Total charge: 0
DFT total energy (Eh): -286.41305
HOMO level (eV): -9.06
LUMO level (eV): 0.991

The geometry in XYZ format:
```
13
Properties=species:S:1:pos:R:3:mulliken_charge:R:1
C 3.26 0.14 0.97 -0.020
C 2.39 0.35 0.14 -0.287
C -0.45 1.03 0.58 -0.701
C -0.70 -0.65 -1.13 -0.750
N 0.17 -0.04 -0.16 -0.111
O 1.26 0.57 -0.74 -0.254
H 4.07 0.01 1.61 0.443
H -0.83 1.71 -0.18 0.297
H -1.19 0.51 1.31 0.260
H 0.35 1.60 1.17 0.238
H -0.19 -1.41 -1.61 0.309
H -1.58 -0.84 -0.55 0.300
H -0.98 0.06 -1.94 0.279
```


C4H7NO in the gas phase at a distorted geometry. Source: the OMol25 dataset; level of theory: the ωB97M-V functional and the def2-TZVPD basis.

Computed properties:
Energy above the lowest of the compared OMol25 structures with the same formula, charge and spin (kJ/mol): 576.1
Total charge: 0
DFT total energy (Eh): -286.41224
HOMO level (eV): -8.27
LUMO level (eV): 0.644

The geometry in XYZ format:
```
13
Properties=species:S:1:pos:R:3:mulliken_charge:R:1
C -0.97 0.75 -0.21 -0.445
C 2.33 -0.56 0.03 -0.703
C 0.38 1.13 0.26 -0.341
C 1.23 0.16 0.11 0.254
N -1.45 -0.71 0.13 -0.042
O -0.64 -1.58 -0.35 -0.650
H -0.99 0.65 -1.31 0.274
H -1.71 1.57 0.09 0.314
H 2.64 -0.78 -1.06 0.195
H 2.52 -1.21 0.83 0.256
H 0.66 2.21 0.50 0.287
H -2.43 -0.76 -0.20 0.299
H -1.58 -0.86 1.19 0.303
```


C4H7NO in the gas phase. Source: the OMol25 dataset; level of theory: the ωB97M-V functional and the def2-TZVPD basis.

Computed properties:
Energy above the lowest of the compared OMol25 structures with the same formula, charge and spin (kJ/mol): 279.0
Total charge: 0
DFT total energy (Eh): -286.52536
HOMO level (eV): -9.01
LUMO level (eV): 0.938

The geometry in XYZ format:
```
13
Properties=species:S:1:pos:R:3:mulliken_charge:R:1
C 1.69 0.33 -0.49 -0.778
N 0.55 0.36 0.42 -0.150
C -0.69 1.05 0.52 -0.514
C -0.60 -0.45 0.71 0.067
C -1.28 -1.32 -0.33 -0.124
O -1.83 -2.36 -0.05 -0.472
H 2.32 1.19 -0.21 0.303
H 1.56 0.34 -1.60 0.279
H 2.29 -0.57 -0.25 0.300
H -0.73 1.70 1.39 0.228
H -1.35 1.35 -0.30 0.241
H -0.70 -0.82 1.73 0.310
H -1.27 -0.97 -1.39 0.311
```


C4H7NO in the gas phase at a distorted geometry. Source: the OMol25 dataset; level of theory: the ωB97M-V functional and the def2-TZVPD basis.

Computed properties:
Energy above the lowest of the compared OMol25 structures with the same formula, charge and spin (kJ/mol): 172.6
Total charge: 0
DFT total energy (Eh): -286.56590
HOMO level (eV): -9.52
LUMO level (eV): 0.846

The geometry in XYZ format:
```
13
Properties=species:S:1:pos:R:3:mulliken_charge:R:1
C -1.53 -0.30 -0.08 0.457
C -0.16 -0.77 0.51 -0.454
C 1.00 0.14 0.05 0.012
C 2.29 -0.22 -0.45 -0.773
H -1.02 1.64 0.59 0.230
H -2.41 1.65 -0.26 0.246
H -0.42 -0.80 1.63 0.244
H -0.09 -1.80 0.28 0.352
H 0.81 1.20 -0.20 0.204
H 2.97 0.48 -0.92 0.280
H 2.55 -1.33 -0.46 0.219
N -1.56 1.12 -0.12 -0.421
O -2.43 -1.00 -0.56 -0.592
```


C4H7NO in the gas phase. Source: the OMol25 dataset; level of theory: the ωB97M-V functional and the def2-TZVPD basis.

Computed properties:
Energy above the lowest of the compared OMol25 structures with the same formula, charge and spin (kJ/mol): 138.5
Total charge: 0
DFT total energy (Eh): -286.57889
HOMO level (eV): -8.97
LUMO level (eV): 0.924

The geometry in XYZ format:
```
13
Properties=species:S:1:pos:R:3:mulliken_charge:R:1
C 0.83 -1.29 0.53 -0.893
C 0.52 0.05 1.12 -0.074
C -0.52 0.84 0.79 -0.419
N -1.51 0.56 -0.17 -0.445
C -1.19 0.56 -1.40 0.060
O 0.01 0.79 -1.95 -0.476
H 0.55 -2.09 1.24 0.278
H 1.90 -1.41 0.33 0.293
H 0.28 -1.47 -0.40 0.277
H 1.13 0.38 1.96 0.318
H -0.69 1.76 1.35 0.311
H 0.64 0.97 -1.23 0.407
H -1.94 0.35 -2.17 0.363
```


C4H7NO in the gas phase at a distorted geometry. Source: the OMol25 dataset; level of theory: the ωB97M-V functional and the def2-TZVPD basis.

Computed properties:
Energy above the lowest of the compared OMol25 structures with the same formula, charge and spin (kJ/mol): 194.5
Total charge: 0
DFT total energy (Eh): -286.55758
HOMO level (eV): -9.58
LUMO level (eV): 0.920

The geometry in XYZ format:
```
13
Properties=species:S:1:pos:R:3:mulliken_charge:R:1
N 0.14 -1.31 0.88 -0.664
C 1.45 0.51 -0.07 0.060
C 0.25 0.14 0.76 -0.175
C -1.00 0.60 0.03 -0.131
C -1.41 0.16 -1.15 -0.709
O 2.07 -0.35 -0.67 -0.484
H 0.42 -1.69 -0.08 0.304
H 0.84 -1.64 1.53 0.251
H 1.64 1.59 -0.19 0.357
H 0.31 0.61 1.75 0.404
H -1.54 1.39 0.53 0.295
H -2.27 0.60 -1.64 0.273
H -0.91 -0.62 -1.69 0.220
```


C4H7NO in the gas phase. Source: the OMol25 dataset; level of theory: the ωB97M-V functional and the def2-TZVPD basis.

Computed properties:
Energy above the lowest of the compared OMol25 structures with the same formula, charge and spin (kJ/mol): 532.4
Total charge: 0
DFT total energy (Eh): -286.42885
HOMO level (eV): -8.29
LUMO level (eV): -0.599

The geometry in XYZ format:
```
13
Properties=species:S:1:pos:R:3:mulliken_charge:R:1
C -0.81 -1.26 -0.41 -0.823
N 0.40 -0.51 -0.05 -0.121
C 0.44 0.73 1.54 -0.128
C -0.01 1.03 0.28 -0.572
C 0.83 0.53 -1.04 0.256
O 0.28 0.65 -2.15 -0.687
H -1.47 -1.39 0.46 0.291
H -0.46 -2.24 -0.73 0.291
H -1.34 -0.78 -1.24 0.333
H -0.19 0.78 2.43 0.277
H 1.49 0.50 1.70 0.216
H -1.04 1.30 0.07 0.336
H 1.90 0.72 -0.86 0.332
```


A 3-piece molecular cluster, C4H7NO overall at a distorted geometry. Source: the OMol25 dataset; level of theory: the ωB97M-V functional and the def2-TZVPD basis.

Computed properties:
Energy above the lowest of the compared OMol25 structures with the same formula, charge and spin (kJ/mol): 326.0
Total charge: 0
DFT total energy (Eh): -286.50748
HOMO level (eV): -10.32
LUMO level (eV): 0.383

The geometry in XYZ format:
```
13
Properties=species:S:1:pos:R:3:mulliken_charge:R:1
O -0.81 0.79 1.83 -0.432
C 0.16 0.16 2.15 -0.187
C -1.16 -0.35 -1.28 -0.558
C -0.02 -0.92 -1.68 -0.065
C 1.01 -1.28 -0.73 0.328
N 1.83 -1.56 0.04 -0.423
H 0.19 2.28 0.28 -0.235
H 0.08 -0.76 2.77 0.292
H 1.18 0.44 1.84 0.304
H -1.92 -0.08 -2.00 0.252
H -1.36 -0.14 -0.23 0.182
H 0.63 2.53 -0.27 0.232
H 0.19 -1.12 -2.72 0.311
```


A 4-piece molecular cluster, C4H7NO overall at a distorted geometry. Source: the OMol25 dataset; level of theory: the ωB97M-V functional and the def2-TZVPD basis.

Computed properties:
Energy above the lowest of the compared OMol25 structures with the same formula, charge and spin (kJ/mol): 867.8
Total charge: 0
DFT total energy (Eh): -286.30110
HOMO level (eV): -9.14
LUMO level (eV): -0.576

The geometry in XYZ format:
```
13
Properties=species:S:1:pos:R:3:mulliken_charge:R:1
C -0.70 1.39 -0.48 -0.509
C -1.25 0.24 -0.82 -0.110
C 1.21 -1.26 0.27 -0.276
O 1.84 -0.38 -0.29 -0.405
C -1.59 -0.98 -0.16 0.148
N -2.02 -2.03 0.14 -0.428
H -1.20 2.32 -0.84 0.278
H -0.19 1.14 0.42 0.208
H 1.36 2.09 1.20 0.029
H -1.97 0.36 -1.56 0.305
H 1.19 -2.23 -0.21 0.330
H 0.94 -1.27 1.35 0.351
H 2.39 0.72 0.95 0.080
```